89
Properties=species:S:1:pos:R:3:lowdin_charge:R:1 method="wB97M-V/def2-TZVPD" e_above_lowest_ev=1.090 e_homo_ev=-5.8 homo_lumo_gap_ev=4.7 lumo_energy_ha=-0.040
C -4.01146 1.78794 -3.75921 -0.116
C -2.66907 1.21462 -3.52874 -0.577
C -2.32599 -0.13200 -3.43122 -0.123
C -0.92780 -0.35541 -3.43068 -0.126
C -0.18171 0.83207 -3.41830 -0.498
B -1.78539 0.88520 1.32097 -0.617
C 1.14940 0.97599 -3.95351 -0.220
C 1.61192 2.22276 -4.42640 0.025
C 2.90476 2.34680 -4.90202 -0.100
C 3.40570 3.69501 -5.34205 -0.508
F 3.36701 3.83965 -6.70424 0.121
F 2.66365 4.71547 -4.81200 0.119
F 4.70317 3.89858 -4.94954 0.120
C 3.75346 1.24231 -4.98976 0.060
C 3.28335 0.01319 -4.54844 -0.109
C 4.14729 -1.22068 -4.62361 -0.505
F 3.96114 -2.01577 -3.51735 0.105
F 3.83114 -1.98837 -5.71973 0.117
F 5.47731 -0.92842 -4.69849 0.123
C 2.00317 -0.13759 -4.03768 0.040
O -2.13933 2.18230 1.60514 0.097
C -3.59362 2.21563 1.54317 -0.090
C -4.03433 0.76662 1.32405 -0.101
O -2.82072 -0.02463 1.29302 0.086
S -1.26347 2.21109 -3.48397 1.120
H -4.65303 1.06553 -4.27828 0.085
H -4.49454 2.06845 -2.81285 0.073
H -3.92334 2.69217 -4.37563 0.075
H -3.07593 -0.92348 -3.41394 0.108
H -0.47554 -1.34390 -3.39284 0.109
H 0.96683 3.09829 -4.39885 0.102
H 4.75553 1.34671 -5.39615 0.138
H 1.65786 -1.11688 -3.70871 0.127
H -3.97977 2.63045 2.48233 0.130
H -3.90880 2.85444 0.70590 0.133
H -4.67896 0.40010 2.13224 0.128
H -4.57319 0.66555 0.36764 0.132
C 1.46666 -1.58626 5.57145 -0.014
N 0.93872 -1.75843 4.23777 -0.033
C 0.23129 -2.89940 3.94845 -0.367
O 0.09593 -3.85817 4.69950 0.104
C -0.29512 -2.74944 2.52489 -0.149
C -1.79692 -2.94468 2.40966 -0.087
C -2.26891 -4.33873 2.76478 -0.222
C -3.47720 -4.47802 3.45696 -0.040
C -3.92672 -5.74433 3.83497 -0.076
C -3.18399 -6.88233 3.48693 -0.082
C -1.98693 -6.74352 2.76917 -0.069
C -1.53651 -5.47313 2.39663 -0.039
N 0.12707 -1.37607 2.16406 0.077
C -0.18406 -0.90489 0.96409 0.071
C -0.34148 0.50586 0.63445 -0.137
C 0.10359 0.86878 -0.81285 -0.110
C 0.90540 2.06283 -0.88257 -0.277
C 2.26666 2.08197 -1.33085 -0.048
C 3.03239 3.22137 -1.26484 -0.006
C 2.48254 4.40666 -0.72758 -0.188
N 3.30428 5.55219 -0.55890 -0.344
O 2.79653 6.59329 -0.07815 0.011
O 4.51451 5.49205 -0.88480 0.016
C 1.12354 4.44657 -0.34488 0.003
C 0.36478 3.29627 -0.39707 -0.042
C 0.68816 -0.63873 3.33224 -0.433
C -0.32770 0.32488 3.94131 0.029
C 2.01527 0.08234 3.04047 0.026
H 1.80623 -2.55641 5.94207 0.102
H 2.30392 -0.88546 5.54984 0.090
H 0.71174 -1.20197 6.27273 0.102
H 0.23438 -3.47189 1.87931 0.164
H -2.30699 -2.20931 3.05707 0.126
H -2.10257 -2.69768 1.37932 0.130
H -4.03665 -3.57572 3.71835 0.113
H -4.85661 -5.83976 4.40078 0.105
H -3.53749 -7.87453 3.77072 0.102
H -1.39503 -7.62085 2.49974 0.106
H -0.60478 -5.35850 1.83762 0.110
H -0.35429 -1.64600 0.17837 0.173
H 0.25860 1.12786 1.31499 0.117
H 0.48256 -0.00488 -1.34103 0.069
H 2.72221 1.16127 -1.71086 0.112
H 4.06753 3.24641 -1.59931 0.117
H 0.72114 5.38761 0.02013 0.114
H -0.67315 3.30583 -0.04852 0.106
H -1.32087 -0.13990 3.99270 0.105
H -0.00214 0.59313 4.95533 0.101
H -0.40244 1.24963 3.35910 0.089
H 2.77308 -0.64889 2.73520 0.107
H 1.90211 0.84073 2.26231 0.085
H 2.35105 0.58058 3.95849 0.093


85
Properties=species:S:1:pos:R:3:lowdin_charge:R:1 method="wB97M-V/def2-TZVPD" e_above_lowest_ev=0.000 e_homo_ev=-13.6 homo_lumo_gap_ev=5.8 lumo_energy_ha=-0.288 total_charge=+2
Pd -0.34849 0.17980 0.30103 0.692
C -2.16838 1.40081 4.71953 -0.044
C -0.99603 1.00746 4.06546 -0.215
N -1.24753 0.57878 2.83034 -0.003
N -2.58561 0.67810 2.67316 -0.050
C -3.15862 1.16679 3.79159 -0.065
B -3.31256 0.33482 1.36843 -0.500
N -2.94000 -1.07791 0.83420 -0.011
C -3.73277 -2.15457 0.74723 -0.039
C -3.06435 -3.14711 0.05529 -0.028
C -1.83715 -2.57466 -0.26449 -0.142
N -1.76967 -1.33434 0.21823 -0.071
N -2.96821 1.34346 0.23249 -0.001
C -3.78867 2.22427 -0.35412 -0.034
C -3.11833 2.84797 -1.38971 -0.015
C -1.85402 2.27563 -1.38209 -0.139
N -1.77767 1.37483 -0.39969 -0.140
H -2.27871 1.78327 5.71881 0.105
H 0.01670 1.02786 4.44122 0.084
H -4.22544 1.30584 3.84792 0.129
H -4.49127 0.37838 1.55695 0.127
H -4.72336 -2.13710 1.16924 0.137
H -3.42725 -4.12564 -0.20352 0.108
H -1.03068 -2.98072 -0.85376 0.102
H -4.79881 2.34036 0.00060 0.137
H -3.49390 3.60174 -2.05796 0.114
H -1.00787 2.47019 -2.02090 0.101
C 2.31545 2.54908 2.22056 -0.335
C 3.75305 2.06475 2.05653 -0.353
C 3.90079 0.55902 1.81407 -0.347
Sb 3.83987 0.08041 -0.29846 1.562
C 3.19542 -1.98241 -0.08279 -0.227
C 3.99062 -3.04754 -0.46734 -0.061
C 3.54750 -4.35660 -0.32329 0.062
C 2.26737 -4.68863 0.18831 -0.007
C 1.41712 -3.69221 0.51551 0.030
C 1.78042 -2.28551 0.23102 -0.356
C 5.88211 -0.38844 -0.59733 -0.433
C 6.68255 -0.99031 0.37403 -0.140
C 8.01211 -1.27417 0.10136 -0.064
C 8.55085 -0.95494 -1.13940 -0.055
C 7.76194 -0.35510 -2.10900 -0.063
C 6.42882 -0.07216 -1.84000 -0.140
Sb 0.95978 2.38091 0.56887 1.499
C 2.06207 3.10693 -1.07303 -0.449
C 2.98374 4.13386 -0.88466 -0.135
C 3.71674 4.61457 -1.96240 -0.057
C 3.52053 4.08019 -3.22826 -0.056
C 2.59374 3.06332 -3.42144 -0.067
C 1.87078 2.57301 -2.34418 -0.180
C -0.36759 3.97720 0.93235 -0.370
C -0.32729 5.09947 0.10929 -0.118
C -1.22303 6.13926 0.31805 -0.062
C -2.15756 6.05863 1.34020 -0.058
C -2.19773 4.93843 2.15887 -0.059
C -1.30715 3.89370 1.95688 -0.117
H 2.29296 3.61346 2.46058 0.072
H 1.82379 2.03052 3.04726 0.048
H 4.28126 2.31102 2.98159 0.121
H 4.25770 2.63959 1.27416 0.088
H 3.13078 0.00304 2.34870 0.028
H 4.86695 0.20529 2.16998 0.050
H 5.00367 -2.86557 -0.80427 0.109
H 4.22403 -5.16434 -0.57998 0.140
H 1.99334 -5.72492 0.32784 0.134
H 0.42557 -3.88771 0.90754 0.130
H 1.37870 -2.18833 -0.80942 0.198
H 6.28128 -1.24553 1.34849 0.096
H 8.63072 -1.73881 0.85776 0.115
H 9.59000 -1.17216 -1.34706 0.117
H 8.18325 -0.10222 -3.07269 0.115
H 5.82263 0.40380 -2.60293 0.091
H 3.13081 4.57579 0.09502 0.108
H 4.43236 5.41233 -1.81415 0.116
H 4.08549 4.46230 -4.06802 0.115
H 2.43606 2.65371 -4.41060 0.113
H 1.17111 1.75721 -2.49771 0.084
H 0.39092 5.17268 -0.69823 0.093
H -1.18918 7.01224 -0.32025 0.114
H -2.85375 6.87104 1.50062 0.114
H -2.92229 4.87518 2.96039 0.113
H -1.35276 3.02624 2.60216 0.065
S 0.89692 -1.75819 3.76084 0.986
C 0.98873 -1.48772 2.26216 -0.771
N 1.07499 -1.28337 1.03875 -0.087